109
Properties=species:S:1:pos:R:3 method="wB97M-V/def2-TZVPD" multiplicity=11 total_charge=+1 e_tot_ev=-189000.36882 e_above_lowest_kcal_mol=140.9 s_squared=30.01 gap_ev="3.7841 / 3.7639" homo_energy_ev="-9.981 / -9.981" lumo_energy_ev="-6.197 / -6.217"
Mn -1.1344 -2.6933 2.3182
Mn -1.1449 -4.6619 -0.6975
N -3.4616 -2.5810 0.2134
O -3.1037 -2.3435 1.3846
O -4.4942 -2.0196 -0.2079
O -2.8370 -3.3401 -0.5064
N -0.2259 -1.5802 -0.6229
O -0.3606 -1.5224 0.5420
O -0.0808 -2.7138 -1.1174
O -0.2647 -0.5793 -1.3252
O -0.7164 -4.3537 1.3305
H -0.7165 -5.3294 1.3807
C 3.2156 4.2778 2.0196
C 2.1413 3.3712 2.5435
N 1.0500 3.2015 1.5427
C 1.3175 2.3889 0.3697
C 1.9357 1.0221 0.7023
C 0.2512 4.3277 1.1886
C -0.3983 4.9941 2.3909
H 2.8915 5.2166 1.5705
H 3.8528 3.7692 1.2961
H 3.8849 4.5119 2.8474
H 2.5761 2.4482 2.9270
H 1.7355 3.8866 3.4139
H 0.4238 2.1958 -0.2236
H 1.9617 2.9016 -0.3446
H 1.2829 0.4890 1.3935
H 1.9803 0.4652 -0.2336
H 2.9262 1.1525 1.1382
H -0.5629 3.9448 0.5732
H 0.8134 5.0981 0.6608
H 0.3346 5.5425 2.9827
H -0.8788 4.2423 3.0171
H -1.2121 5.6472 2.0759
O -1.2307 -2.4792 -7.1268
S -1.4769 -1.6589 -5.9073
O -1.1931 -0.2063 -5.9267
O -3.0509 -1.8496 -5.3411
C -3.3360 -1.1530 -4.1062
C -4.8259 -1.2863 -3.8964
C -0.6066 -2.3837 -4.4319
H -3.0221 -0.1190 -4.2493
H -2.8235 -1.5675 -3.2381
H -5.1507 -2.3264 -3.9231
H -5.3240 -0.7653 -4.7142
H -5.1963 -0.7351 -3.0321
H 0.3332 -2.7866 -4.8094
H -1.2304 -3.2174 -4.1096
H -0.5367 -1.7222 -3.5684
O 2.9476 2.3180 -3.6168
S 3.7792 1.5011 -4.5282
O 5.1450 1.9107 -4.8269
O 3.7382 -0.1309 -4.0761
C 2.6124 -0.5988 -3.3706
C 2.7950 -2.1462 -3.3855
C 2.8914 1.2800 -6.1712
H 1.6956 -0.2231 -3.8250
H 2.6004 -0.2770 -2.3293
H 2.6714 -2.5714 -4.3815
H 1.9929 -2.7139 -2.9139
H 3.7700 -2.4587 -3.0117
H 3.0023 2.2760 -6.5999
H 1.8993 0.9368 -5.8778
H 3.4232 0.5162 -6.7386
O -1.1203 -0.8575 3.3382
S -1.5012 0.3645 4.0330
O -2.4559 1.3582 3.5362
O -2.1417 -0.0800 5.5153
C -2.8826 0.8867 6.2532
C -2.4608 0.7536 7.6348
C 0.0405 1.2818 4.6519
H -3.9391 0.6338 6.1644
H -2.7024 1.8953 5.8811
H -2.7515 1.6464 8.1886
H -1.3728 0.6877 7.6359
H -2.8337 -0.1298 8.1531
H 0.8244 0.5518 4.8539
H -0.2635 1.8703 5.5176
H 0.3034 1.9171 3.8061
O 0.8176 -2.6458 3.2586
S 2.2756 -2.5338 3.0869
O 3.0055 -1.3716 3.5796
O 2.9503 -3.8112 3.8480
C 2.6151 -5.1161 3.3352
C 2.6495 -6.1296 4.5127
C 2.7051 -2.8243 1.3232
H 3.3888 -5.3867 2.6167
H 1.6588 -5.1146 2.8121
H 2.0230 -5.8310 5.3532
H 3.6781 -6.1724 4.8708
H 2.4856 -7.1589 4.1937
H 2.4248 -1.9852 0.6864
H 2.1448 -3.6866 0.9619
H 3.7881 -2.8762 1.2118
O -4.4978 3.6537 -1.1295
S -3.8227 2.5782 -1.7898
O -4.3863 1.7942 -2.8930
O -2.2621 3.1208 -2.2557
C -1.6301 2.2236 -3.2028
C -0.2538 2.7534 -3.3746
C -3.1651 1.3684 -0.4577
H -2.0978 2.3927 -4.1727
H -1.5710 1.1619 -2.9631
H 0.3076 2.8165 -2.4424
H -0.3008 3.7017 -3.9099
H 0.2853 2.0982 -4.0589
H -2.9813 0.4041 -0.9316
H -3.9614 1.2120 0.2700
H -2.2922 1.8460 -0.0126